# 1
DFT (wB97M-V/def2-TZVPD) results for 2 unconnected molecules or ions with the total composition C6H13BO.

Computed properties:
Maximum force, eV Å⁻¹: 3.94
Gap between HOMO and LUMO (alpha / beta), eV: 6.24 / 6.23
ΔE to the lowest compared entry with this formula, charge and spin, eV: 5.0487
HOMO level (alpha / beta), eV: -6.1 / -6.0

Each line ends with the Mulliken charge.
Element x y z (Å)
B  2.42  0.79  0.07  0.30
C  -2.11  1.23  0.27  -0.73
C  -1.82  0.35  -0.72  0.19
C  0.66  -0.25  1.58  -0.10
C  2.86  1.24  -1.31  -0.85
C  -2.67  -0.77  -1.23  -1.01
C  0.81  -1.75  1.64  -1.08
O  1.69  0.35  0.90  -0.21
H  -1.55  2.04  0.58  0.32
H  -2.97  1.12  1.05  0.12
H  -0.94  0.55  -1.34  0.27
H  0.72  0.18  2.66  0.11
H  3.95  1.41  -1.39  0.32
H  2.46  2.24  -1.66  0.30
H  2.70  0.59  -2.10  0.36
H  -2.99  -0.38  -2.20  0.28
H  -3.57  -0.77  -0.60  0.29
H  -2.17  -1.72  -1.16  0.27
H  0.07  -2.20  1.00  0.16
H  0.64  -2.17  2.59  0.36
H  1.81  -2.09  1.37  0.35


# 2
DFT (wB97M-V/def2-TZVPD) results for 2 unconnected molecules or ions with the total composition C17H13N4O8S.

Computed properties:
Maximum force, eV Å⁻¹: 2.68
Gap between HOMO and LUMO, eV: 4.02
ΔE to the lowest compared entry with this formula, charge and spin, eV: 0.0820
HOMO level, eV: -4.1
Net charge: -1

Each line ends with the Mulliken charge.
Element x y z (Å)
N  -1.02  -2.84  4.75  -0.52
C  -0.97  -2.79  3.58  -0.23
C  -0.89  -2.84  2.15  0.35
C  -2.02  -2.59  1.33  -0.47
C  -1.93  -2.87  -0.05  0.52
N  -2.94  -3.08  -0.99  0.80
O  -4.15  -3.01  -0.97  -0.67
O  -2.26  -3.53  -2.16  -0.18
N  -0.92  -3.64  -1.96  -0.47
C  -0.73  -3.25  -0.66  0.82
C  0.46  -3.38  0.15  -0.39
N  1.77  -3.65  -0.44  0.93
O  1.91  -3.74  -1.67  -0.55
O  2.74  -3.76  0.36  -0.61
C  0.34  -3.20  1.53  -0.36
H  -2.97  -2.27  1.72  0.46
H  1.21  -3.37  2.17  0.56
C  3.38  1.60  1.45  -1.14
C  2.19  1.60  2.37  -0.17
O  0.97  1.80  1.61  -0.35
C  -0.17  1.27  2.18  0.58
C  -1.34  1.72  1.44  -0.75
S  -2.87  1.89  2.16  1.26
C  -3.48  3.43  1.41  -0.07
C  -3.36  4.65  2.08  -0.33
C  -3.87  5.81  1.49  -0.46
C  -4.50  5.75  0.24  -0.36
C  -4.63  4.52  -0.40  -0.51
C  -4.13  3.36  0.18  -0.24
O  -3.78  0.85  1.74  -0.67
O  -2.76  2.25  3.55  -0.71
O  -0.15  0.51  3.14  -0.72
H  4.28  1.54  2.05  0.38
H  3.36  0.73  0.80  0.26
H  3.43  2.51  0.84  0.29
H  2.11  0.63  2.88  0.28
H  2.26  2.39  3.12  0.27
H  -1.17  2.36  0.58  0.43
H  -2.88  4.70  3.06  0.40
H  -3.78  6.77  2.01  0.33
H  -4.88  6.66  -0.22  0.35
H  -5.15  4.45  -1.36  0.34
H  -4.26  2.39  -0.31  0.35


- Which value of ΔE to the lowest compared entry with this formula, charge and spin does entry 1 give?
  5.0487 eV


- Which of these has the lowest maximum force?
  C17H13N4O8S


- Look up the maximum force of the first one.
  3.94 eV Å⁻¹